Computed, not measured: a cluster of 7 separate species, C21H40N7O9 in total in a non-equilibrium geometry, with ωB97M-V/def2-TZVPD.

Frontier orbital gap (eV): 4.1
Energy relative to the best compared isomer or geometry (same formula, charge and spin) (eV): 3.177
E (eV): -51250.6878
Charge: +1
2S+1: 1

Geometry as XYZ:
```
77
Properties=species:S:1:pos:R:3:forces:R:3
C 1.365 0.703 1.186 -1.8 -0.2 0.0
C -0.164 0.513 0.744 0.5 -2.1 2.2
C -1.145 0.612 1.972 -3.1 3.4 -2.4
C -1.429 2.127 2.425 -2.5 -4.8 -0.9
C -1.807 2.883 1.190 2.6 -0.3 0.5
C -0.896 2.882 -0.065 -1.6 1.7 1.4
N -0.415 1.550 -0.268 2.2 -2.3 -3.1
O -0.043 1.237 -1.385 -0.9 0.9 1.5
C 0.255 3.923 0.128 -0.7 -5.9 -7.5
C -1.741 3.350 -1.215 3.2 -1.9 -4.0
C -0.274 -0.952 0.154 -2.3 1.8 -1.0
H 1.947 1.056 0.376 0.9 -0.5 -1.1
H 1.730 -0.153 1.749 -0.1 -0.3 -0.8
H 1.446 1.479 1.867 -0.2 1.9 1.6
H -0.858 -0.142 2.636 0.3 -0.8 1.4
H -2.278 0.511 1.661 2.3 -1.3 0.0
H -0.647 2.578 2.679 7.1 3.2 3.2
H -2.118 2.160 3.307 0.1 0.1 -1.2
H -1.853 3.872 1.484 -1.0 2.2 0.2
H -2.642 2.373 1.053 -4.7 -0.9 -2.1
H 0.949 3.753 -0.685 0.3 0.7 0.0
H 0.579 3.704 0.964 4.4 -2.1 8.1
H -0.156 4.769 0.256 -3.0 6.4 -0.1
H -2.303 4.158 -1.001 -0.4 4.1 0.9
H -2.622 2.834 -1.279 -1.9 -3.0 -0.6
H -1.221 3.361 -2.321 -1.2 0.3 3.1
H -0.210 -1.718 0.860 0.8 -0.5 2.0
H 0.449 -1.242 -0.615 -0.5 0.6 -0.2
H -1.382 -1.085 -0.060 1.4 0.3 -0.9
N 6.307 1.899 0.328 1.3 -1.1 1.0
C 6.673 3.235 0.671 -3.9 3.3 -1.9
C 5.506 4.158 0.293 -0.7 -5.0 -1.0
C 4.496 3.158 -0.314 -1.1 1.1 2.1
C 4.936 1.829 -0.093 0.5 0.6 -2.2
H 6.990 0.970 0.506 -2.7 3.8 -0.7
H 7.614 3.810 0.891 -0.6 -2.0 0.1
H 5.108 5.231 0.354 1.8 -1.6 0.2
H 3.305 3.463 -0.622 3.8 -1.0 0.8
H 4.434 0.885 -0.606 1.6 1.9 1.6
N -3.641 -4.411 4.657 6.2 -7.5 1.2
C -2.525 -4.670 3.758 -3.3 5.1 -3.9
C -2.756 -3.569 2.643 -0.7 -1.9 4.5
C -3.851 -2.721 3.129 2.1 -2.7 1.5
C -4.259 -3.318 4.465 -2.0 4.3 -3.7
H -3.770 -5.277 5.385 -0.1 3.7 -2.0
H -1.643 -5.287 3.796 -0.6 -0.6 0.6
H -2.179 -3.393 1.702 -0.5 -0.4 1.2
H -3.985 -1.796 2.545 -0.8 -0.4 1.1
H -4.999 -3.056 5.209 -0.2 0.4 -0.5
C 1.927 0.020 -4.423 0.1 2.0 1.6
N 3.371 -0.102 -4.301 6.1 -3.4 3.2
O 3.894 -0.569 -3.187 -2.8 1.7 -3.1
O 4.166 0.101 -5.236 -2.9 0.3 1.1
H 1.523 0.395 -3.430 0.9 0.6 -1.2
H 1.376 -0.905 -4.338 0.4 -0.7 -1.4
H 1.982 0.742 -5.250 -1.8 -0.6 0.0
C -1.541 -3.981 -3.522 -1.0 -0.3 2.7
N -1.360 -2.659 -2.785 2.3 -0.2 -0.7
O -2.041 -2.534 -1.813 -0.9 0.9 0.6
O -0.339 -1.985 -3.033 -1.7 -0.4 -0.1
H -1.822 -3.890 -4.589 0.8 0.1 0.7
H -2.524 -4.352 -2.874 3.0 0.1 -2.0
H -0.464 -4.360 -3.210 -2.6 -0.3 -1.3
C 3.959 -3.726 1.103 -0.6 -1.3 -6.1
N 3.011 -2.604 0.894 0.8 2.0 2.0
O 1.935 -2.708 1.456 0.0 0.3 -0.8
O 3.473 -1.548 0.391 -1.3 -2.5 0.6
H 4.377 -3.878 2.022 0.8 0.5 2.6
H 4.645 -3.464 0.266 0.4 -0.6 1.2
H 3.502 -4.716 0.771 0.1 1.5 0.6
C -5.617 0.282 -2.049 -2.1 -1.0 -2.0
N -5.031 1.062 -0.923 1.1 4.3 -2.9
O -4.124 0.604 -0.329 1.7 -3.6 2.1
O -5.120 2.294 -0.908 -2.2 -0.3 -0.5
H -6.210 -0.553 -1.616 1.2 0.1 -0.3
H -4.841 0.036 -2.849 -0.5 -0.1 1.9
H -6.388 0.763 -2.727 0.9 0.6 1.6
```
Positions in Å, forces in eV/Å.

Population analysis type Löwdin, resulting atomic charges in e:
1. C 0.04
2. C -0.34
3. C -0.04
4. C -0.13
5. C -0.10
6. C -0.39
7. N 0.02
8. O 0.20
9. C 0.09
10. C 0.00
11. C -0.02
12. H 0.07
13. H 0.09
14. H 0.06
15. H 0.10
16. H 0.14
17. H 0.02
18. H 0.16
19. H 0.13
20. H 0.06
21. H 0.11
22. H 0.01
23. H 0.05
24. H 0.07
25. H 0.03
26. H 0.18
27. H 0.04
28. H 0.08
29. H 0.09
30. N -0.06
31. C -0.12
32. C -0.08
33. C -0.16
34. C -0.19
35. H 0.23
36. H 0.10
37. H 0.09
38. H 0.12
39. H 0.12
40. N -0.08
41. C -0.07
42. C -0.09
43. C -0.09
44. C -0.18
45. H 0.23
46. H 0.06
47. H 0.07
48. H 0.06
49. H 0.11
50. C 0.03
51. N -0.38
52. O -0.03
53. O 0.06
54. H 0.10
55. H 0.08
56. H 0.11
57. C 0.05
58. N -0.45
59. O 0.05
60. O 0.01
61. H 0.09
62. H 0.16
63. H 0.15
64. C 0.05
65. N -0.39
66. O 0.06
67. O 0.03
68. H 0.07
69. H 0.11
70. H 0.13
71. C 0.03
72. N -0.43
73. O 0.05
74. O 0.04
75. H 0.11
76. H 0.12
77. H 0.11

---

Computed, not measured: an isolated molecule of C21H40NO6PS2 in a non-equilibrium geometry, with ωB97M-V/def2-TZVPD.

Frontier orbital gap (eV): 7.9
SMILES: CCCCN(CCCC[C@]1(CCP(=O)(OCC)OCC)COC(=O)O1)C(=S)SCCC
E (eV): -67160.6674
2S+1: 1

Geometry as XYZ:
```
71
Properties=species:S:1:pos:R:3:forces:R:3
C -2.771 -0.265 -2.912 -0.3 0.2 -0.3
C -2.125 -1.264 -3.886 0.1 -0.4 0.5
C -1.117 -2.235 -3.223 0.0 0.7 0.8
C -0.297 -1.521 -2.120 -0.1 0.9 -1.0
N 1.027 -2.112 -1.941 -0.6 -0.1 0.5
C 2.057 -1.148 -1.518 0.2 -0.8 0.1
C 1.781 -0.443 -0.174 0.6 1.2 -0.2
C 2.462 0.972 -0.210 -0.4 -0.5 -0.1
C 1.453 2.135 -0.116 0.6 0.0 0.2
C 1.228 2.671 1.301 0.2 1.7 -0.8
C 0.494 4.056 1.234 -0.2 -0.8 0.3
C -0.399 4.393 2.461 0.5 -0.8 -1.3
P -2.230 4.318 2.329 -1.2 1.1 2.2
O -2.705 5.339 3.253 -0.1 1.3 0.6
O -2.855 4.681 0.901 1.0 -1.8 0.1
C -2.605 3.837 -0.238 0.2 -0.2 -1.2
C -2.343 2.359 0.025 -0.8 0.1 0.4
O -2.818 2.916 2.918 0.9 0.6 -1.4
C -2.462 2.696 4.300 0.2 -1.6 0.5
C -1.741 1.323 4.401 -0.2 0.6 -0.6
C 2.543 3.013 2.007 0.7 -1.4 0.2
O 2.820 1.837 2.802 -1.2 0.6 -0.9
C 1.593 1.235 2.986 1.6 1.5 -0.9
O 1.459 0.480 3.847 -1.1 -2.6 2.2
O 0.644 1.645 2.114 0.4 0.7 0.0
C 1.026 -3.269 -1.168 0.2 -0.9 0.0
S 0.047 -3.612 0.077 -0.4 0.0 -0.2
S 2.310 -4.488 -1.607 0.7 0.6 -0.4
C 1.420 -5.846 -2.435 -0.6 -1.1 0.5
C 1.372 -7.077 -1.483 0.4 0.6 0.2
C 2.658 -7.910 -1.567 -0.3 0.3 0.4
H -3.765 0.023 -3.268 0.1 0.0 0.0
H -2.907 -0.656 -1.900 0.1 -0.1 -0.1
H -2.203 0.668 -2.858 0.1 -0.2 0.2
H -2.917 -1.870 -4.333 0.1 0.1 -0.2
H -1.611 -0.716 -4.680 -0.2 0.0 0.0
H -1.668 -3.050 -2.744 0.2 -0.2 -0.3
H -0.394 -2.583 -3.963 -0.2 -0.3 0.0
H -0.125 -0.503 -2.501 0.2 -0.1 0.1
H -0.872 -1.392 -1.200 0.2 -0.3 0.0
H 2.993 -1.708 -1.412 0.0 0.1 -0.2
H 2.194 -0.451 -2.347 -0.1 0.1 0.2
H 0.721 -0.281 0.031 0.0 -0.3 -0.2
H 2.201 -0.984 0.675 -0.2 -0.3 -0.2
H 3.231 1.007 0.564 -0.2 0.2 0.0
H 3.007 1.097 -1.150 0.0 -0.1 0.0
H 0.485 1.855 -0.543 0.1 -0.1 0.0
H 1.836 2.961 -0.727 -0.1 0.1 0.2
H 0.021 4.155 0.255 -0.3 0.1 0.3
H 1.313 4.780 1.237 -0.1 0.0 -0.2
H -0.163 5.404 2.787 -0.5 0.1 0.0
H -0.105 3.739 3.289 -0.2 0.0 0.0
H -1.792 4.276 -0.831 0.0 0.0 0.2
H -3.479 3.900 -0.892 -0.1 0.2 0.3
H -2.413 1.818 -0.920 0.3 0.1 0.0
H -3.153 1.975 0.654 0.1 -0.1 -0.1
H -1.411 2.125 0.541 0.0 0.1 -0.1
H -3.384 2.629 4.879 -0.1 0.4 -0.2
H -1.844 3.485 4.725 -0.2 0.2 -0.3
H -0.768 1.420 4.882 -0.2 -0.2 0.2
H -1.556 0.974 3.383 0.1 0.0 0.1
H -2.372 0.569 4.871 0.2 0.1 0.2
H 2.519 3.845 2.713 -0.2 0.2 -0.3
H 3.320 3.126 1.247 0.1 0.2 0.3
H 0.412 -5.555 -2.736 0.1 0.3 0.1
H 1.948 -6.169 -3.337 0.1 0.5 0.0
H 1.345 -6.666 -0.471 -0.3 -0.1 0.0
H 0.463 -7.668 -1.620 0.1 0.0 -0.2
H 2.720 -8.524 -2.467 0.0 0.0 0.1
H 3.519 -7.235 -1.519 0.0 -0.1 -0.2
H 2.729 -8.533 -0.672 0.0 -0.2 -0.2
```
Positions in Å, forces in eV/Å.

Population analysis type Löwdin, resulting atomic charges in e:
1. C -0.13
2. C -0.24
3. C -0.18
4. C -0.25
5. N -0.22
6. C -0.18
7. C -0.15
8. C -0.15
9. C -0.11
10. C -0.42
11. C -0.12
12. C -0.15
13. P 0.51
14. O -0.27
15. O -0.16
16. C -0.26
17. C -0.07
18. O -0.23
19. C -0.25
20. C -0.05
21. C -0.07
22. O 0.05
23. C -0.58
24. O 0.21
25. O 0.10
26. C -1.07
27. S 0.73
28. S 0.83
29. C -0.47
30. C -0.33
31. C -0.12
32. H 0.07
33. H 0.07
34. H 0.05
35. H 0.10
36. H 0.11
37. H 0.11
38. H 0.11
39. H 0.12
40. H 0.08
41. H 0.11
42. H 0.12
43. H 0.10
44. H 0.12
45. H 0.11
46. H 0.11
47. H 0.11
48. H 0.13
49. H 0.09
50. H 0.12
51. H 0.10
52. H 0.09
53. H 0.11
54. H 0.12
55. H 0.06
56. H 0.09
57. H 0.05
58. H 0.12
59. H 0.10
60. H 0.06
61. H 0.07
62. H 0.07
63. H 0.14
64. H 0.14
65. H 0.07
66. H 0.07
67. H 0.07
68. H 0.10
69. H 0.07
70. H 0.06
71. H 0.07

---

Computed, not measured: a structure of composition C21H40P2Ru in a non-equilibrium geometry, with ωB97M-V/def2-TZVPD.

Expectation value of S²: 6.097
Frontier orbital gap (alpha / beta) (eV): 5.0 / 5.8
Energy relative to the best compared isomer or geometry (same formula, charge and spin) (eV): 1.682
E (eV): -43558.6769
Charge: +2
2S+1: 5

Geometry as XYZ:
```
64
Properties=species:S:1:pos:R:3:forces:R:3
P 0.245 0.186 -2.507 -1.3 -3.3 -2.1
P -2.496 -1.086 -0.571 -3.0 -2.1 0.3
C -1.150 -1.146 -2.924 0.3 0.1 0.1
C -2.501 -0.776 -2.328 -0.6 -0.3 0.4
H -0.830 -2.158 -2.596 -0.1 0.6 -0.1
H -1.252 -1.230 -4.019 0.2 0.3 0.4
H -2.737 0.284 -2.334 -0.2 0.1 -0.8
H -3.346 -1.375 -2.726 0.5 0.6 -0.1
C -3.085 -2.871 -0.586 0.2 -0.2 -0.1
H -3.104 -3.331 0.409 0.0 0.1 -0.5
H -2.490 -3.501 -1.273 -0.4 0.4 0.3
H -4.133 -2.858 -0.971 0.7 0.3 0.2
C -3.923 -0.264 0.210 0.1 0.2 -0.2
H -4.860 -0.757 -0.116 0.6 0.4 0.0
H -3.888 0.782 -0.127 -0.3 -0.2 0.2
H -3.885 -0.291 1.312 0.1 -0.1 -0.5
C 1.325 -0.470 -3.843 0.2 0.5 0.1
H 2.135 0.243 -3.958 0.3 -0.1 -0.2
H 0.762 -0.550 -4.788 0.1 0.1 0.5
H 1.733 -1.461 -3.620 0.0 0.2 0.2
C -0.711 1.570 -3.364 0.8 -0.1 0.2
H -1.682 1.828 -2.931 0.3 0.3 -0.3
H -0.772 1.312 -4.425 0.0 0.1 0.2
H 0.016 2.450 -3.301 -1.3 0.5 -1.7
Ru 0.777 2.229 -1.704 0.8 0.7 2.0
C -1.567 -2.209 1.981 -6.2 3.7 1.9
C -0.438 -2.771 1.562 5.6 -2.9 -1.2
C 0.005 -3.274 0.234 0.0 0.0 -1.5
C 0.828 -2.213 -0.525 0.8 -0.3 0.2
C 0.325 -0.836 -0.462 -0.3 1.9 -0.7
C -1.031 -0.297 -0.003 1.8 1.8 -0.5
C -1.101 0.254 1.408 -0.9 0.3 0.9
C -1.434 -0.785 2.524 0.1 0.5 -0.3
C 2.604 3.114 -1.973 -0.1 0.0 0.7
H -2.598 -2.642 2.055 1.3 -0.1 0.7
H 0.425 -2.708 2.254 -0.5 -0.6 0.1
H -0.790 -3.615 -0.474 0.6 0.0 1.1
H 0.734 -4.089 0.370 -0.6 0.0 0.1
H 1.794 -2.096 -0.013 0.0 -0.5 -0.3
H 1.041 -2.494 -1.568 0.0 -0.3 0.3
H 1.102 -0.162 -0.163 0.0 0.4 0.5
H -1.037 0.712 -0.569 -0.7 -1.3 0.5
H -1.828 1.101 1.389 0.1 -0.8 0.1
H -0.191 0.786 1.632 0.4 -0.2 -0.1
H -0.549 -0.771 3.189 -0.6 -0.1 0.0
H -2.306 -0.382 3.080 0.4 -0.8 -0.2
H 2.321 4.016 -1.341 0.7 -0.7 -0.8
H 2.798 3.369 -3.040 -0.2 -0.4 0.7
H 3.376 2.488 -1.468 -0.3 0.9 -0.7
C 2.546 3.285 3.411 -0.2 0.2 -0.1
C 2.373 1.970 2.672 -1.1 -0.6 0.1
C 3.737 1.349 2.377 -0.1 -0.1 -0.6
C 1.608 1.045 3.634 0.0 -0.3 0.2
C 1.565 2.099 1.389 1.1 0.4 -2.9
C 1.270 2.158 0.156 0.5 -0.2 3.6
H 2.997 3.073 4.383 0.0 0.1 -0.1
H 1.577 3.759 3.567 0.1 0.1 0.1
H 3.188 3.951 2.855 0.2 0.4 -0.1
H 4.257 1.174 3.319 0.0 0.0 0.0
H 3.640 0.394 1.844 0.0 0.2 0.2
H 4.330 2.024 1.758 0.1 -0.1 0.1
H 0.612 1.456 3.839 0.1 -0.1 0.1
H 1.508 0.041 3.205 0.0 0.1 0.1
H 2.162 0.969 4.592 -0.3 0.0 -0.6
```
Positions in Å, forces in eV/Å.

Population analysis type natural (NBO), resulting atomic charges in e:
1. P 1.19
2. P 1.64
3. C -0.69
4. C -0.78
5. H 0.23
6. H 0.26
7. H 0.23
8. H 0.28
9. C -0.92
10. H 0.27
11. H 0.26
12. H 0.28
13. C -0.97
14. H 0.28
15. H 0.26
16. H 0.28
17. C -0.95
18. H 0.26
19. H 0.26
20. H 0.27
21. C -0.93
22. H 0.27
23. H 0.31
24. H 0.19
25. Ru 0.38
26. C -0.14
27. C -0.17
28. C -0.46
29. C -0.50
30. C -0.09
31. C -0.69
32. C -0.42
33. C -0.48
34. C -0.66
35. H 0.21
36. H 0.21
37. H 0.21
38. H 0.27
39. H 0.25
40. H 0.24
41. H 0.26
42. H 0.28
43. H 0.23
44. H 0.28
45. H 0.24
46. H 0.24
47. H 0.23
48. H 0.24
49. H 0.24
50. C -0.59
51. C -0.19
52. C -0.59
53. C -0.59
54. C 0.22
55. C -0.42
56. H 0.23
57. H 0.22
58. H 0.22
59. H 0.24
60. H 0.20
61. H 0.22
62. H 0.21
63. H 0.19
64. H 0.24